Computed, not measured: C43H65BrN7SScSi3 as an isolated structure, with ωB97M-V/def2-TZVPD.

Last column: Mulliken charge in e.
Atoms and positions in Å:
Sc (0.3349, 0.0552, 0.2703)  -1.03
C (-2.9017, -4.3079, -0.4630)  -0.87
N (-1.7397, -3.9738, -1.2786)  0.15
C (-1.5246, -4.3849, -2.5815)  -0.65
C (-0.3332, -3.9083, -2.9640)  -0.37
N (0.1917, -3.1940, -1.8830)  0.52
C (-0.7010, -3.2371, -0.8456)  -0.11
S (-0.6280, -2.5469, 0.6996)  -0.49
C (1.5497, -2.7934, -1.7691)  0.69
C (2.4900, -3.2997, -2.6605)  -0.91
C (3.8224, -3.0224, -2.4300)  -0.90
C (4.1727, -2.2926, -1.3027)  -0.79
C (3.1574, -1.7822, -0.5248)  -0.23
N (1.8537, -1.9821, -0.7679)  0.66
H (-3.5459, -4.9646, -1.0399)  0.34
H (-3.4379, -3.4005, -0.1915)  0.29
H (-2.5824, -4.8125, 0.4455)  0.36
H (-2.2477, -4.9657, -3.1259)  0.46
H (0.1641, -3.9886, -3.9111)  0.48
H (2.2000, -3.9217, -3.4922)  0.35
H (4.5760, -3.3922, -3.1124)  0.48
H (5.2054, -2.1131, -1.0402)  0.53
H (3.3847, -1.1721, 0.3381)  0.25
C (-0.2801, 3.2977, 2.8181)  -0.98
Si (-0.2897, 3.5377, 0.9523)  0.27
C (-1.2495, 5.1045, 0.5861)  -1.19
C (1.4887, 3.9512, 0.5177)  0.45
C (-0.9551, 1.9515, 0.1621)  3.40
C (-1.9281, 1.3858, 1.1423)  -2.11
C (-3.0998, 1.9876, 1.6181)  -0.88
C (-3.9217, 1.2904, 2.4740)  -0.72
C (-3.5670, -0.0025, 2.8642)  -1.16
C (-2.3962, -0.5297, 2.3808)  -0.79
N (-1.5920, 0.1521, 1.5441)  1.65
Si (-1.8430, 2.0051, -1.5135)  0.13
C (-3.1547, 0.6540, -1.4789)  -0.95
C (-0.7556, 1.4683, -2.9539)  -0.41
C (-2.6665, 3.6041, -2.0053)  -1.08
H (0.4989, 3.9209, 3.2661)  0.49
H (-0.0910, 2.2615, 3.1082)  0.06
H (-1.2294, 3.5903, 3.2717)  0.43
H (-1.0185, 5.8363, 1.3651)  0.42
H (-2.3317, 4.9705, 0.5709)  0.33
H (-0.9579, 5.5410, -0.3715)  0.32
H (1.6885, 4.9679, 0.8718)  0.68
H (1.6924, 3.9091, -0.5499)  -1.24
H (2.1888, 3.2778, 1.0164)  -0.14
H (-3.3519, 2.9880, 1.2903)  0.36
H (-4.8389, 1.7373, 2.8360)  0.52
H (-4.1950, -0.5851, 3.5226)  0.53
H (-2.0784, -1.5263, 2.6577)  0.47
H (-2.7438, -0.3077, -1.1466)  0.09
H (-3.5655, 0.5114, -2.4814)  0.45
H (-3.9873, 0.8940, -0.8149)  0.32
H (-0.4132, 0.4324, -2.8513)  0.32
H (0.1246, 2.0905, -3.1010)  -0.63
H (-1.3673, 1.5196, -3.8601)  0.58
H (-3.4861, 3.8580, -1.3292)  0.36
H (-3.0945, 3.4832, -3.0038)  0.44
H (-1.9835, 4.4531, -2.0323)  0.30
C (5.9314, 1.4973, -2.2964)  -2.13
C (5.3457, 2.9182, -2.3117)  3.43
C (6.3852, 3.8887, -2.9182)  -1.72
C (5.0693, 3.3039, -0.8462)  -2.64
Si (3.8230, 3.0508, -3.4106)  -2.60
Br (2.1585, 1.1420, -1.2785)  0.53
C (2.9416, 4.7075, -3.5276)  2.92
C (1.4096, 4.5523, -3.5530)  -1.55
C (3.4459, 5.3400, -4.8467)  -1.83
C (3.2777, 5.6745, -2.3805)  -1.66
C (3.6081, 1.8219, -4.8258)  3.15
C (2.3053, 2.0343, -5.6140)  -1.92
C (4.8215, 2.0908, -5.7492)  -1.78
C (3.6137, 0.3427, -4.3943)  -1.96
H (6.8333, 1.5077, -1.6782)  0.65
H (6.2244, 1.1495, -3.2858)  0.47
H (5.2294, 0.7827, -1.8624)  0.21
H (7.2942, 3.8335, -2.3137)  0.52
H (6.0519, 4.9261, -2.9106)  0.39
H (6.6574, 3.6258, -3.9430)  0.38
H (6.0065, 3.1929, -0.2922)  0.67
H (4.3230, 2.6478, -0.3982)  0.35
H (4.7386, 4.3329, -0.7295)  0.42
H (1.0503, 3.9328, -4.3709)  0.36
H (0.9695, 5.5460, -3.6752)  0.63
H (1.0365, 4.1365, -2.6151)  -0.16
H (3.1932, 4.7569, -5.7305)  0.35
H (4.5275, 5.4991, -4.8422)  0.41
H (2.9713, 6.3188, -4.9532)  0.55
H (2.9768, 5.2892, -1.4094)  0.04
H (2.7189, 6.5989, -2.5499)  0.62
H (4.3332, 5.9404, -2.3436)  0.38
H (2.2153, 3.0283, -6.0467)  0.36
H (1.4265, 1.8351, -5.0001)  0.25
H (2.2949, 1.3211, -6.4423)  0.65
H (4.8615, 3.1215, -6.1095)  0.38
H (4.7299, 1.4421, -6.6240)  0.54
H (5.7735, 1.8615, -5.2693)  0.36
H (2.7956, 0.1161, -3.7138)  0.12
H (4.5437, 0.0369, -3.9223)  0.34
H (3.4853, -0.2629, -5.2964)  0.63
N (8.1728, 5.0279, 5.6918)  -0.44
C (7.3449, 4.3368, 5.2983)  -0.09
C (6.2951, 3.4870, 4.7987)  0.41
C (5.7069, 3.7745, 3.5698)  -1.07
C (4.6715, 2.9885, 3.0985)  0.30
C (4.2329, 1.9154, 3.8602)  0.57
C (4.8243, 1.6070, 5.0743)  -0.78
C (5.8572, 2.3983, 5.5466)  -0.84
N (3.1291, 1.1292, 3.3950)  0.42
C (2.1412, 0.5551, 4.1722)  -0.31
C (1.2672, -0.0156, 3.3112)  -1.25
N (1.7061, 0.1898, 2.0113)  0.88
C (2.8267, 0.8881, 2.1128)  -0.82
H (6.0490, 4.6269, 2.9994)  0.50
H (4.1939, 3.2331, 2.1583)  0.40
H (4.4975, 0.7481, 5.6450)  0.52
H (6.3237, 2.1750, 6.4958)  0.49
H (2.1310, 0.6325, 5.2446)  0.52
H (0.3720, -0.5705, 3.5313)  0.55
H (3.4494, 1.1866, 1.2860)  0.68

Computed properties:
- LUMO level (eV) = -5.33
- charge = +2
- ΔE to the lowest compared entry with this formula, charge and spin (kcal per mole) = 41.4
- E_HOMO (eV) = -12.957
- electronic energy (hartree) = -6661.9812


Computed, not measured: C2H2O4S as an isolated structure at a distorted geometry, with ωB97M-V/def2-TZVPD.

Last column: Mulliken charge in e.
Atoms and positions in Å:
C (-0.2919, -0.0006, -0.7879)  0.11
C (-0.5889, 0.1274, 0.4845)  -0.41
O (-2.9069, -1.1060, 1.0530)  -0.53
O (-2.8552, 1.3282, 0.9726)  -0.58
O (-1.2277, -0.1351, -1.7016)  -0.18
O (-2.5886, 0.1716, -1.1087)  -0.14
S (-2.3327, 0.0559, 0.4990)  1.02
H (0.7267, -0.0235, -1.3583)  0.30
H (0.0305, 0.3797, 1.2954)  0.39

Computed properties:
- LUMO level (eV) = -0.57
- ΔE to the lowest compared entry with this formula, charge and spin (kcal per mole) = 82.2
- E_HOMO (eV) = -10.566
- electronic energy (hartree) = -776.3902


Computed, not measured: a 2-piece molecular cluster, C4H12 overall at a distorted geometry, with ωB97M-V/def2-TZVPD.

Last column: Mulliken charge in e.
Atoms and positions in Å:
C (1.2617, -0.2783, 2.0768)  -0.85
C (0.2492, -1.0305, 1.1971)  -0.41
H (0.8268, -0.0819, 3.0555)  0.28
H (2.2258, -0.7851, 2.1244)  0.26
H (1.5378, 0.6907, 1.6505)  0.28
H (0.8282, -1.6885, 0.5340)  0.28
H (-0.3000, -0.4040, 0.5013)  -0.21
H (-0.3724, -1.6972, 1.7854)  0.37
C (-0.0506, 0.7369, -1.6035)  -0.92
C (-1.5583, 0.4880, -1.6446)  -0.89
H (0.3551, 1.2182, -2.5050)  0.35
H (0.1771, 1.6655, -1.0459)  0.28
H (0.6077, -0.0524, -1.2722)  0.30
H (-1.8302, -0.5096, -1.2961)  0.28
H (-2.0725, 1.0859, -0.8893)  0.28
H (-1.8852, 0.6423, -2.6686)  0.32

Computed properties:
- LUMO level (eV) = 1.16
- ΔE to the lowest compared entry with this formula, charge and spin (kcal per mole) = 15.5
- SMILES string = CC.CC
- E_HOMO (eV) = -11.312
- electronic energy (hartree) = -159.5603


Computed, not measured: C37H38BrFeN5O7P as an isolated structure, with ωB97M-V/def2-TZVPD.

Last column: Mulliken charge in e.
Atoms and positions in Å:
Fe (-0.1180, 0.7207, 0.1000)  1.63
O (-3.8917, -1.5035, -0.9580)  -0.74
C (-4.2265, -1.9421, 0.2642)  0.36
C (-5.2392, -2.9001, 0.3602)  -0.65
C (-5.6235, -3.3893, 1.5925)  -0.28
C (-5.0068, -2.9354, 2.7566)  -0.76
C (-4.0022, -1.9913, 2.6643)  -0.41
C (-3.5950, -1.4786, 1.4325)  0.10
C (-2.4972, -0.4838, 1.3489)  0.84
O (-2.1922, -0.0112, 0.2037)  -0.82
N (-1.8884, -0.1484, 2.4756)  -1.47
N (-0.8436, 0.6793, 2.2020)  1.05
C (-0.3594, 1.3517, 3.1676)  -1.02
C (0.7567, 2.2495, 2.8845)  1.00
C (1.2928, 3.1034, 3.8449)  -1.05
C (2.3265, 3.9469, 3.4756)  -0.43
C (2.8010, 3.9026, 2.1750)  -1.17
C (2.2207, 3.0027, 1.2911)  -0.53
N (1.2246, 2.2041, 1.6372)  0.63
H (-3.1618, -0.8413, -0.8127)  0.43
H (-5.7035, -3.2413, -0.5557)  0.42
H (-6.4107, -4.1317, 1.6490)  0.36
H (-5.3083, -3.3186, 3.7227)  0.39
H (-3.5021, -1.6206, 3.5487)  0.46
H (-0.7825, 1.2844, 4.1683)  0.35
H (0.8926, 3.1057, 4.8509)  0.47
H (2.7611, 4.6287, 4.1965)  0.37
H (3.6120, 4.5379, 1.8472)  0.44
H (2.5708, 2.8981, 0.2714)  0.70
Br (0.5741, 5.7012, -5.4691)  -0.27
C (0.1505, 4.7061, -3.9030)  -0.18
C (-0.2373, 5.3848, -2.7364)  -0.37
C (-0.5383, 4.6792, -1.6064)  -0.87
C (-0.4798, 3.2477, -1.5464)  0.50
O (-0.7575, 2.6618, -0.4550)  -0.68
C (-0.0944, 2.5825, -2.7656)  0.08
C (0.0097, 1.1575, -2.9147)  -0.04
N (-0.2532, 0.2624, -2.0315)  0.36
C (-0.0795, -1.0892, -2.3582)  -0.10
C (-0.1819, -1.6107, -3.6270)  0.03
C (0.0716, -2.9686, -3.8835)  -1.01
C (0.4051, -3.8227, -2.8717)  -0.89
C (0.4544, -3.3452, -1.5444)  1.30
C (0.7327, -4.1824, -0.4405)  -1.14
C (0.7047, -3.6692, 0.8181)  -1.08
C (0.4041, -2.3043, 0.9838)  -0.71
N (0.1707, -1.4985, -0.0149)  1.12
C (0.1926, -1.9830, -1.2804)  -0.26
C (0.2212, 3.3430, -3.9104)  -0.82
H (-0.2910, 6.4662, -2.7373)  0.39
H (-0.8314, 5.1868, -0.6962)  0.44
H (0.3847, 0.8394, -3.8934)  0.19
H (-0.4739, -0.9712, -4.4497)  0.59
H (-0.0051, -3.3323, -4.9006)  0.41
H (0.6094, -4.8691, -3.0629)  0.41
H (0.9526, -5.2285, -0.6187)  0.39
H (0.9065, -4.2795, 1.6878)  0.46
H (0.3461, -1.8707, 1.9761)  0.51
H (0.5209, 2.8218, -4.8125)  0.49
C (4.7590, 0.8680, 3.3386)  -1.63
C (4.4228, -0.2203, 2.3273)  1.85
C (5.6878, -0.9228, 1.8502)  -1.75
C (3.4330, -1.2057, 2.9395)  -1.45
O (3.8101, 0.4936, 1.2412)  -0.18
P (3.2611, -0.1444, -0.1345)  1.11
O (3.2416, -1.6311, -0.1221)  -1.11
O (2.0016, 0.6038, -0.4672)  -0.33
O (4.4307, 0.4163, -1.1048)  -0.60
C (4.6689, -0.1254, -2.4186)  1.96
C (5.4296, 0.9715, -3.1496)  -1.95
C (3.3625, -0.4353, -3.1410)  -1.23
C (5.5253, -1.3815, -2.2897)  -1.74
H (5.2575, 0.4365, 4.2092)  0.43
H (3.8459, 1.3686, 3.6659)  0.21
H (5.4170, 1.6106, 2.8851)  0.36
H (6.1877, -1.4087, 2.6917)  0.49
H (6.3713, -0.1950, 1.4094)  0.32
H (5.4348, -1.6727, 1.1018)  0.28
H (3.8505, -1.6315, 3.8553)  0.52
H (3.2125, -2.0038, 2.2332)  0.26
H (2.5069, -0.6817, 3.1901)  0.17
H (4.8121, 1.8670, -3.2263)  0.39
H (5.7024, 0.6426, -4.1543)  0.39
H (6.3390, 1.2218, -2.6016)  0.40
H (2.7242, 0.4497, -3.1643)  0.22
H (2.8244, -1.2417, -2.6415)  0.05
H (3.5803, -0.7490, -4.1649)  0.64
H (6.4577, -1.1407, -1.7749)  0.36
H (5.7637, -1.7808, -3.2783)  0.48
H (4.9883, -2.1313, -1.7107)  0.18

Computed properties:
- LUMO level (alpha / beta) (eV) = 2.21 / 2.18
- charge = -1
- ΔE to the lowest compared entry with this formula, charge and spin (kcal per mole) = 0.0
- E_HOMO (alpha / beta) (eV) = -4.824 / -4.687
- electronic energy (hartree) = -6412.6467
- spin multiplicity = 5
- ⟨S²⟩ = 6.017


Computed, not measured: a 3-piece molecular cluster, H5O3 overall at a distorted geometry, with ωB97M-V/def2-TZVPD.

Last column: Mulliken charge in e.
Atoms and positions in Å:
O (0.6749, 0.5057, 1.2110)  -0.84
H (0.1003, 0.7981, 0.2579)  0.43
O (-0.6293, 0.8080, -0.8499)  -1.01
H (-0.2670, -0.8841, -0.6624)  0.41
H (-1.3530, 1.4056, -0.7132)  0.20
O (-0.2343, -1.9559, -0.5819)  -0.74
H (1.4509, 1.0555, 1.1234)  0.24
H (0.2575, -1.7328, 0.2151)  0.32

Computed properties:
- LUMO level (eV) = 4.96
- charge = -1
- ΔE to the lowest compared entry with this formula, charge and spin (kcal per mole) = 12.0
- E_HOMO (eV) = -4.372
- electronic energy (hartree) = -228.7318


Computed, not measured: an isolated ion of composition C5H14BO2 and charge -1 at a distorted geometry, with ωB97M-V/def2-TZVPD.

Last column: Mulliken charge in e.
Atoms and positions in Å:
B (3.3292, -0.5662, 0.5564)  0.05
C (2.4707, 0.3584, -0.5260)  -0.46
O (1.3909, 1.1057, 0.1386)  -0.32
C (0.0716, 0.8317, -0.4886)  -0.03
C (-1.0673, 1.3369, 0.5816)  -0.32
O (-2.4573, 1.2075, 0.1178)  -0.41
C (-2.7244, -0.0992, -0.5027)  -0.26
C (-2.3284, -1.4002, 0.4131)  -0.79
H (3.3731, -0.0746, 1.6255)  -0.20
H (4.4342, -0.7734, 0.1451)  -0.19
H (2.8206, -1.6291, 0.6425)  -0.20
H (2.1169, -0.3318, -1.4103)  0.18
H (3.2569, 1.1107, -0.9929)  0.03
H (0.0318, 1.4992, -1.4711)  0.12
H (0.0505, -0.3192, -0.7160)  0.12
H (-0.8788, 2.5054, 0.7342)  0.24
H (-0.9267, 0.8698, 1.6699)  0.16
H (-2.2668, -0.2185, -1.5935)  0.22
H (-3.9057, -0.1501, -0.6654)  0.30
H (-3.2485, -2.1538, 0.3361)  0.27
H (-1.4298, -1.9393, -0.1344)  0.24
H (-2.1127, -1.1701, 1.5403)  0.25

Computed properties:
- LUMO level (eV) = 3.30
- charge = -1
- E_HOMO (eV) = -4.089
- electronic energy (hartree) = -374.1138